1.
12
Properties=species:S:1:pos:R:3:forces:R:3:lowdin_charge:R:1 method="wB97M-V/def2-TZVPD" relative_energy_kcal_mol=104.8 e_tot_ha=-268.87297 charge=-1 orbital_gap_ev=6.518 e_homo_ha=-0.0894
C -0.549 -0.359 -2.065 -0.9 -0.5 -0.2 -0.1502
O -1.379 -0.870 -2.805 0.9 0.9 0.7 -0.0569
H 0.305 -0.851 -1.659 1.0 -1.5 0.0 0.0519
H -0.498 0.600 -1.565 -1.1 1.1 -0.4 0.0417
H 2.645 1.998 -1.568 0.8 -0.6 1.7 0.0029
C -1.011 -1.030 1.940 1.2 1.3 -1.8 -0.1587
C 0.089 -0.124 1.657 -4.1 2.8 -1.5 -0.4280
O 0.118 0.673 0.563 1.0 -2.9 1.8 -0.3198
H -1.622 -0.967 2.834 0.9 -0.3 0.7 -0.0439
H -1.716 -1.196 1.076 1.0 0.2 0.6 -0.0048
H 0.666 0.392 2.461 0.1 -1.2 0.1 0.0570
H 2.952 1.735 -0.869 -0.8 0.6 -1.7 0.0088

=====

2.
12
Properties=species:S:1:pos:R:3:forces:R:3:lowdin_charge:R:1 method="wB97M-V/def2-TZVPD" relative_energy_kcal_mol=97.9 e_tot_ha=-268.88403 charge=-1 orbital_gap_ev=6.559 e_homo_ha=-0.0892
C -0.400 1.349 0.471 -1.3 0.3 2.0 -0.1872
O -0.136 2.534 0.710 -0.8 -3.0 -0.6 -0.1058
H 0.101 0.672 -0.254 0.1 0.7 0.0 0.0220
H -1.259 0.645 1.074 1.9 2.1 -1.3 0.1327
H -0.259 3.167 -2.313 0.4 -1.1 0.1 0.0284
C 0.186 -1.887 -0.365 0.4 0.3 2.0 -0.1483
C 0.377 -1.586 1.027 -1.0 -2.6 1.1 -0.5430
O -0.064 -2.347 1.984 0.2 0.7 -1.2 -0.2714
H 0.750 -1.349 -1.114 0.0 0.1 -0.2 -0.0443
H -0.249 -2.896 -0.614 0.5 1.3 0.4 0.0124
H 0.920 -0.758 1.603 -0.1 0.1 -2.0 0.0850
H 0.034 2.455 -2.210 -0.4 1.1 -0.2 0.0197